{
  "formula": "C16H26N2O",
  "method": "the ωB97M-V functional and the def2-TZVPD basis",
  "species": ["C", "H", "C", "C", "C", "C", "C", "C", "C", "C", "C", "C", "O", "N", "C", "C", "C", "C", "N", "C", "H", "H", "H", "H", "H", "H", "H", "H", "H", "H", "H", "H", "H", "H", "H", "H", "H", "H", "H", "H", "H", "H", "H", "H", "H"],
  "xyz": [[1.763, 6.168, 0.297], [0.965, 6.567, -0.325], [1.261, 4.994, 1.129], [2.371, 4.408, 2.000], [1.884, 3.329, 2.968], [1.269, 2.097, 2.303], [2.253, 1.340, 1.413], [1.705, 0.001, 0.920], [0.522, 0.161, -0.034], [0.144, -1.137, -0.748], [-0.384, -2.210, 0.212], [-0.842, -3.426, -0.571], [-0.179, -4.431, -0.683], [-2.066, -3.242, -1.154], [-2.776, -4.106, -1.985], [-2.329, -5.374, -2.353], [-3.128, -6.137, -3.187], [-4.337, -5.618, -3.623], [-4.768, -4.415, -3.277], [-4.012, -3.685, -2.484], [-4.406, -2.708, -2.229], [-4.993, -6.179, -4.274], [-2.812, -7.123, -3.491], [-1.383, -5.740, -1.991], [-2.525, -2.357, -0.983], [-1.209, -1.808, 0.805], [0.412, -2.528, 0.884], [1.016, -1.533, -1.273], [-0.620, -0.915, -1.499], [-0.347, 0.533, 0.513], [0.781, 0.904, -0.792], [1.408, -0.600, 1.781], [2.503, -0.533, 0.399], [2.516, 1.953, 0.549], [3.168, 1.156, 1.981], [0.921, 1.423, 3.091], [0.397, 2.398, 1.722], [1.138, 3.770, 3.636], [2.729, 3.011, 3.585], [3.157, 4.004, 1.360], [2.815, 5.216, 2.588], [0.872, 4.226, 0.459], [0.440, 5.327, 1.768], [2.127, 6.966, 0.941], [2.579, 5.854, -0.351]],
  "nbo_charge": [-0.60, 0.21, -0.40, -0.40, -0.38, -0.40, -0.39, -0.39, -0.39, -0.38, -0.50, 0.69, -0.60, -0.61, 0.12, -0.21, -0.23, 0.01, -0.40, 0.00, 0.18, 0.19, 0.22, 0.26, 0.40, 0.21, 0.24, 0.21, 0.20, 0.19, 0.20, 0.19, 0.20, 0.19, 0.20, 0.20, 0.20, 0.20, 0.20, 0.19, 0.20, 0.19, 0.19, 0.20, 0.20],
  "gap_ev": 9.46,
  "e_tot_ha": -810.04806,
  "homo_energy_ev": -8.80,
  "lumo_energy_ev": 0.656,
  "charge": 0,
  "relative_energy_kj_mol": 5.2,
  "fmax_ha_per_bohr": 0.011
}